Below is CH4N3O as an isolated structure at a distorted geometry, with properties calculated with wB97M-V/def2-TZVPD.

Calculated values
Energy ... -7609.5143 eV
Net charge ... +1
Gap between HOMO and LUMO ... 9.69 eV
Energy above the lowest of the compared OMol25 structures with the same formula, charge and spin ... 80.57 kcal per mole

Last column: Löwdin charge in e.
Cartesian coordinates (Å):
O  -1.869  -0.809  -2.376  0.23
N  -1.397  -1.092  -1.403  0.19
N  1.008  0.437  1.172  0.16
N  -0.508  0.229  -0.509  0.09
C  0.231  -0.268  0.416  -0.25
H  -0.721  1.166  -0.514  0.09
H  1.762  0.282  1.871  0.17
H  1.129  1.457  1.044  0.15
H  0.364  -1.402  0.299  0.18

---

Below is C20H22N4O5PdS as an isolated structure, with properties calculated with wB97M-V/def2-TZVPD.

Calculated values
Energy ... -51610.6717 eV
Net charge ... -2
Gap between HOMO and LUMO ... 5.97 eV
Energy above the lowest of the compared OMol25 structures with the same formula, charge and spin ... 0.00 kcal per mole

Last column: Löwdin charge in e.
Cartesian coordinates (Å):
Pd  0.215  -1.803  4.056  0.47
S  3.194  -3.105  1.298  0.53
O  3.856  -3.976  2.251  -0.35
O  0.909  -3.844  5.960  -0.18
O  -0.255  2.778  -2.334  -0.03
O  4.022  -2.660  0.186  -0.36
O  -2.837  6.288  -3.737  -0.08
N  0.496  4.095  -3.990  -0.09
N  0.548  -0.694  2.229  -0.04
N  -1.612  4.530  -2.950  0.15
N  2.420  -2.010  2.089  -0.15
C  -1.140  -6.573  -1.219  -0.07
C  0.703  -4.289  1.193  -0.06
C  -1.796  5.614  -3.754  -0.57
C  1.670  3.256  -4.044  -0.06
C  2.131  -4.705  -0.694  -0.06
C  -0.070  -5.703  -0.611  -0.29
C  -0.932  -2.743  6.731  -0.13
C  1.143  -5.501  -1.259  -0.06
C  -0.510  3.770  -3.029  -0.54
C  -0.764  5.920  -4.763  -0.04
C  1.607  -1.088  1.483  -0.42
C  0.330  5.154  -4.825  -0.12
C  1.942  -4.170  5.008  -0.10
C  -0.277  -5.081  0.618  -0.04
C  -0.143  0.839  0.516  -0.08
C  1.914  -4.107  0.536  -0.26
C  -0.282  0.248  1.750  -0.17
C  0.081  -2.861  5.623  -0.45
C  1.804  -0.529  0.203  -0.02
C  0.931  0.423  -0.272  -0.07
H  2.188  3.250  -3.084  0.08
H  -0.566  -3.145  7.682  0.06
H  -0.966  -6.724  -2.285  0.07
H  -1.165  -7.557  -0.743  0.07
H  1.134  5.328  -5.534  0.10
H  3.067  -4.523  -1.206  0.11
H  2.339  3.638  -4.816  0.07
H  -1.227  -5.203  1.127  0.11
H  -1.098  0.514  2.410  0.09
H  -0.906  6.759  -5.429  0.08
H  1.312  -5.959  -2.229  0.10
H  2.703  -4.716  5.563  0.08
H  1.525  -4.799  4.224  0.08
H  2.658  -0.857  -0.373  0.09
H  -0.826  1.596  0.157  0.09
H  -1.812  -3.314  6.420  0.07
H  -2.127  -6.125  -1.097  0.07
H  -1.243  -1.706  6.836  0.05
H  2.349  -3.269  4.553  0.04
H  1.402  2.223  -4.271  0.08
H  1.061  0.875  -1.249  0.09
H  0.526  -3.783  2.138  0.06

---

Below is a 2-piece molecular cluster, C18H25NO3SSi overall at a distorted geometry, with properties calculated with wB97M-V/def2-TZVPD.

Calculated values
Energy ... -45400.2215 eV
Net charge ... 0
Gap between HOMO and LUMO ... 7.53 eV
Structure (SMILES) ... C[Si](C)(C)OCCN1c2ccccc2Sc2cccc(O)c21.CO

Last column: Löwdin charge in e.
Cartesian coordinates (Å):
S  -1.785  -2.253  0.795  0.79
Si  2.923  -0.483  -0.673  0.46
O  -2.157  1.289  -3.699  -0.10
O  2.437  1.144  -1.096  -0.27
O  1.544  1.315  2.744  -0.17
N  -1.061  0.490  -0.672  -0.15
C  2.388  1.006  3.837  -0.14
C  -1.807  2.344  1.225  0.01
C  -2.766  1.199  3.708  -0.08
C  -2.021  -0.545  1.624  -0.37
C  -2.395  2.514  2.758  -0.07
C  -2.332  -1.854  -0.995  -0.35
C  1.643  -1.510  0.327  -0.21
C  -1.879  -0.348  -1.575  -0.06
C  4.691  -0.401  0.107  -0.22
C  1.268  1.618  -0.348  -0.22
C  -3.331  -1.090  -4.000  0.00
C  -2.591  -0.345  3.148  -0.07
C  -0.130  1.472  -1.255  -0.15
C  -2.431  -0.016  -3.086  -0.12
C  3.146  -1.430  -2.380  -0.22
C  -3.694  -2.570  -3.387  -0.07
C  -1.612  0.775  0.680  -0.11
C  -3.204  -2.936  -1.866  -0.08
H  -4.331  -3.305  -4.043  0.08
H  0.246  1.060  -2.311  0.15
H  2.014  1.499  4.738  0.08
H  5.474  0.121  -0.627  0.06
H  -3.185  1.399  4.799  0.08
H  -2.852  -1.288  3.816  0.10
H  3.510  -2.545  -2.172  0.05
H  -0.579  2.550  -1.504  0.13
H  2.065  -1.551  -2.872  0.05
H  0.864  -2.017  -0.385  0.03
H  5.135  -1.461  0.341  0.05
H  -2.998  1.720  -4.068  0.13
H  -3.676  -0.751  -5.067  0.09
H  1.410  2.797  -0.226  0.14
H  2.249  -2.406  0.833  0.07
H  -3.500  -3.989  -1.441  0.09
H  -1.550  3.287  0.544  0.10
H  3.898  -0.896  -3.099  0.04
H  0.657  0.984  2.965  0.07
H  2.414  -0.076  3.985  0.08
H  1.144  -0.926  1.235  0.04
H  -2.520  3.621  3.174  0.09
H  4.713  0.222  1.106  0.04
H  1.156  1.199  0.737  0.07
H  3.397  1.366  3.620  0.08

---

Below is one molecule with the formula C4H11N2O2 at a distorted geometry, with properties calculated with wB97M-V/def2-TZVPD.

Calculated values
Spin multiplicity ... 2
⟨S²⟩ ... 0.751
Energy ... -11398.5664 eV
Net charge ... 0
Gap between HOMO and LUMO (alpha / beta) ... 3.81 / 10.73 eV
Energy above the lowest of the compared OMol25 structures with the same formula, charge and spin ... 41.94 kcal per mole

Last column: Löwdin charge in e.
Cartesian coordinates (Å):
O  -2.010  -0.941  -1.448  -0.09
O  -0.060  0.930  2.037  0.04
N  -0.435  1.337  -1.448  0.08
N  1.408  -0.775  2.315  0.16
C  0.746  0.158  1.571  -0.57
C  1.187  0.282  0.112  -0.10
C  0.072  0.044  -0.915  -0.36
C  -1.123  -0.734  -0.342  -0.24
H  0.298  1.871  -2.043  0.02
H  1.717  -1.630  1.872  0.10
H  -0.762  -1.713  -0.008  0.13
H  1.352  -0.847  3.316  0.11
H  -1.601  -0.148  0.434  0.11
H  1.573  1.299  0.089  0.10
H  -0.599  2.003  -0.661  0.08
H  -1.317  1.196  -1.970  0.08
H  0.373  -0.592  -1.731  0.13
H  -2.823  -1.349  -1.111  0.10
H  2.005  -0.392  -0.069  0.10